Entry from the Open Molecules 2025 dataset: a cluster of 9 separate species, C9H36O9 in total in a non-equilibrium geometry (ωB97M-V/def2-TZVPD).

Geometry as XYZ:
```
54
Properties=species:S:1:pos:R:3:forces:R:3:nbo_charge:R:1
H -1.68378 -2.18878 -0.62751 0.3 -0.2 0.0 0.500
C 1.55726 4.33212 -0.37617 -0.2 0.1 0.7 -0.257
H -3.60922 -2.37657 -1.83824 -0.1 0.1 -0.2 0.164
H -2.84641 0.62532 -0.18266 -0.2 -0.2 -0.2 0.190
H -2.43818 1.73072 -1.53211 0.2 0.0 0.1 0.170
H 1.24101 1.80190 3.39725 -0.4 0.3 0.4 0.166
C 2.56393 0.39166 -4.35682 1.1 -1.1 -0.7 -0.252
H 3.59264 0.28497 -4.73322 0.1 0.3 0.5 0.154
O -0.03436 -0.48980 2.66227 0.3 -0.1 0.3 -0.769
C -2.68752 -3.03666 1.50078 0.3 -0.4 0.4 -0.252
C -2.68251 -1.97619 -2.25931 0.3 -0.3 0.5 -0.246
O -4.46109 1.54304 -1.15907 0.2 -0.4 0.2 -0.729
C -3.10661 1.55463 -0.68746 -0.4 0.5 0.0 -0.256
H 1.88679 4.41452 -1.40879 -0.3 -0.1 -0.1 0.187
H 0.95927 -3.52484 -0.16560 -0.2 -0.6 -0.2 0.159
H 2.89997 2.00709 3.56905 0.4 0.0 0.6 0.184
H 0.23196 -1.55759 4.38581 0.4 0.3 0.2 0.184
H 0.78377 2.05725 0.32029 -0.1 -0.1 0.5 0.500
H -0.28041 4.28592 0.33518 0.0 0.0 0.1 0.482
C 1.99353 1.99190 4.17444 -0.2 -0.1 -0.8 -0.259
O 1.09841 1.17433 0.59108 -0.1 0.1 -0.5 -0.782
H 1.77695 -0.03694 -6.11449 0.1 -0.2 0.1 0.467
O 0.24487 3.74973 -0.25974 0.3 -0.1 -0.5 -0.749
H 2.36552 -0.56961 -3.86826 -0.5 0.1 -0.1 0.182
H -2.02782 -3.90813 1.42687 0.2 0.1 -0.1 0.164
H -3.50897 -3.20870 0.81146 -0.2 0.1 0.1 0.186
H 1.78619 -0.86589 3.63199 -0.2 0.2 0.5 0.178
H 2.50998 1.16546 -3.59888 -0.2 0.3 -0.3 0.178
H 1.24300 -0.62788 -0.43577 0.5 0.4 -0.1 0.197
H -3.00382 2.35404 0.05064 0.3 0.0 0.0 0.160
H 0.99177 -2.25896 2.97294 0.0 0.1 0.1 0.159
H -2.68140 -0.88977 -2.16089 -0.1 0.0 -0.2 0.173
H 1.98733 -4.43570 -1.37379 -0.2 -0.1 -0.1 0.168
H 2.52557 -2.98253 -0.47759 0.3 -0.2 -0.4 0.168
O 1.20531 -2.54205 -1.95109 -0.1 -0.7 -0.3 -0.755
C 0.70285 0.32199 -0.48638 -0.2 -1.3 0.6 -0.270
O 1.85902 3.23378 4.84723 -0.2 -0.2 -0.1 -0.716
H -1.30387 -1.62752 1.73161 0.0 0.3 0.1 0.509
H 2.25951 3.70900 0.18112 0.1 0.1 -0.1 0.180
H 0.86192 0.76337 -1.46669 -0.1 0.1 0.0 0.179
H -2.59519 -2.27005 -3.30179 0.0 0.0 0.0 0.183
H -3.03503 -3.00993 2.53538 -0.3 0.1 -0.1 0.169
H 0.54906 0.06502 2.12293 -0.3 0.2 -0.4 0.508
O -2.05037 -1.82505 1.14363 0.0 0.0 -0.4 -0.765
C 0.79807 -1.30392 3.49020 -0.2 -0.8 -1.0 -0.258
O 1.76099 0.68646 -5.48833 -0.7 0.5 0.5 -0.729
H -4.81446 2.42062 -1.01038 -0.1 0.0 -0.1 0.464
H 1.54177 5.32478 0.07457 0.2 0.0 -0.1 0.177
C 1.68468 -3.46595 -0.98681 0.0 1.3 0.9 -0.254
H -0.32289 -0.04500 -0.34164 -0.2 0.6 -0.3 0.165
H 1.08255 3.14530 5.40849 0.0 0.2 0.0 0.462
O -1.57820 -2.53440 -1.53484 -0.3 0.2 -0.1 -0.783
H 1.94938 1.16335 4.88065 0.4 -0.1 -0.1 0.162
H 0.25726 -2.73988 -2.06149 0.1 0.4 0.0 0.501
```
Forces are in eV/Å.

Computed properties:
**E_tot**: -28340.5154 eV
**HOMO-LUMO gap**: 10.26 eV
**Spin multiplicity**: 1
**Total charge**: 0
**Energy above the lowest of the compared OMol25 structures with the same formula, charge and spin**: 110.5 kcal per mole
**HOMO energy**: -9.82 eV
**SMILES string**: CO.CO.CO.CO.CO.CO.CO.CO.CO

Entry from the Open Molecules 2025 dataset: a structure of composition C9H38BN13NbO10S in a non-equilibrium geometry (ωB97M-V/def2-TZVPD).

Geometry as XYZ:
```
73
Properties=species:S:1:pos:R:3:forces:R:3:lowdin_charge:R:1
H 8.14002 -1.97142 -0.87391 0.0 0.0 0.0 0.092
H 2.68307 3.17276 -2.41284 0.8 0.5 0.0 -0.127
O 0.13354 1.53493 3.16843 0.1 -0.1 0.1 0.009
H 0.96306 0.71993 0.07029 0.6 -0.1 -0.2 0.037
Nb 1.01560 2.45091 -2.22880 0.0 -3.7 0.2 1.116
H -8.16260 -3.94020 -7.40816 0.0 0.0 0.0 0.094
C -0.66008 -1.22861 7.87404 0.1 0.1 -0.2 -0.669
N 8.15058 -1.05172 -0.47619 0.2 -0.4 0.0 0.132
H 3.53702 -0.00154 -0.03773 0.1 0.7 -0.1 0.097
C -4.70348 -3.97759 -1.78718 0.1 0.0 0.3 -0.648
H -2.46606 -3.25531 -3.58919 -0.1 0.1 0.0 0.065
H -5.34205 -3.05772 -4.64970 -0.4 0.0 -0.1 0.055
H -7.97549 -2.30296 -6.89300 0.1 0.0 0.0 0.085
H 0.35134 3.99714 3.16592 0.1 0.0 0.0 0.102
C 7.09164 -0.23264 -0.76602 -0.3 0.4 -0.1 -0.681
H -6.34180 -1.79254 -5.29302 0.0 0.0 -0.1 0.093
H 0.74286 2.23914 6.21003 0.0 0.0 0.0 0.085
H 0.38919 3.76334 -3.35030 -0.4 0.4 0.3 -0.165
O 4.49050 3.93745 -0.53864 -0.3 -1.5 1.5 -0.211
N -7.69420 -3.26224 -6.83780 -0.3 -0.1 -0.3 0.135
H -0.83081 -0.11941 9.56266 0.0 0.0 0.0 0.103
H -0.74808 -3.17507 -3.78924 0.0 0.1 0.0 0.099
N 0.54832 1.69218 5.39522 0.0 -0.2 -0.2 0.146
C 3.16087 1.01585 -0.28098 -0.6 -0.8 0.4 -0.333
O 5.86040 2.77463 1.25489 -2.8 0.0 -1.5 -0.365
C -6.69453 -3.71554 -6.02221 0.3 -0.1 0.3 -0.691
O -4.76981 -3.57832 -2.94606 0.3 0.1 0.3 -0.009
H -0.67456 1.76307 -2.14314 -0.6 0.2 0.0 -0.133
H -5.24040 -5.49530 -0.45667 0.0 0.1 0.0 0.095
N -1.03360 -2.42827 7.34794 0.0 -0.2 -0.2 0.152
H 8.92042 -0.78134 0.10356 0.0 0.1 0.0 0.082
H 1.66186 -0.12895 -1.33191 -0.3 0.7 -0.1 0.041
H 0.67111 4.16780 4.85772 0.1 0.0 0.0 0.086
N -2.79391 -0.81404 -3.06660 -0.6 0.2 0.3 0.149
H 3.59033 1.20288 1.84259 0.2 0.8 -0.3 0.114
O -0.54812 -0.73012 -3.32711 -0.1 -0.4 -0.1 -0.022
N -1.61671 -2.71658 -3.59007 -0.1 -0.6 0.0 0.153
C 1.67668 0.83898 -0.77347 0.1 0.4 0.6 -0.383
H -3.65793 -1.32721 -3.06754 0.1 -0.1 -0.2 0.059
N 0.47548 3.57838 4.07320 -0.1 0.2 -0.2 0.160
H -3.98492 -3.59850 0.13647 0.0 0.0 0.0 0.100
H 4.04200 3.35678 -1.19417 -0.3 0.2 -0.3 -0.017
H 6.39271 1.62716 -0.39032 -0.1 0.2 0.2 0.059
H 2.25985 2.24952 1.34643 0.7 0.4 -0.4 0.091
H -3.61077 -2.42221 -1.07483 0.1 0.0 0.1 0.092
N -1.08888 -0.99447 9.14682 0.0 0.1 0.3 0.148
N -0.88709 4.00210 0.00005 1.1 -0.2 -0.8 0.055
H -0.73416 -2.63051 6.41182 0.0 0.0 0.0 0.108
O -6.37476 -4.89636 -5.97864 -0.2 0.2 -0.1 0.007
O 0.01028 -0.42133 7.25027 -0.1 -0.2 0.3 0.024
C -1.57602 -1.37796 -3.32990 0.5 0.4 0.0 -0.693
H -5.76625 -5.67427 -2.09383 0.0 0.0 0.0 0.111
H 0.47671 0.69567 5.48810 -0.1 0.0 0.2 0.060
H -1.36290 3.26642 -0.51702 -0.2 0.1 0.2 -0.015
H -1.32916 4.86774 -0.30936 0.1 0.1 0.4 0.048
N -6.08899 -2.76132 -5.26778 0.3 -0.1 0.0 0.154
H -2.80628 0.17152 -2.86833 0.2 0.0 0.0 0.090
O 6.16498 -0.59563 -1.47865 0.3 -0.1 0.1 0.015
C 3.25298 1.87171 1.02547 -0.1 -0.7 -0.8 -0.216
H 2.19401 4.99844 -0.50436 0.4 -0.2 -0.1 0.025
N -5.27881 -5.14439 -1.39346 -0.2 -0.2 -0.2 0.163
O 1.45132 4.85593 0.07818 -1.8 -0.4 -0.2 -0.018
C 0.37032 2.22194 4.15160 0.0 0.1 -0.2 -0.687
O 4.09146 4.27529 1.92236 -0.1 -2.0 -2.3 -0.346
H -1.63943 -1.64101 9.67731 0.0 0.0 0.0 0.090
N -4.05160 -3.28922 -0.81361 0.0 0.2 -0.2 0.174
S 4.46792 3.21981 0.94364 2.2 3.2 3.8 0.685
H -1.58298 -3.10585 7.83945 0.0 0.0 0.0 0.091
H 1.32915 1.46082 -3.73323 0.4 0.8 -1.0 -0.154
H 3.79971 1.37065 -1.11169 -0.2 -0.1 0.5 0.063
B 0.51655 3.96230 -0.52288 0.4 2.0 0.6 -0.756
N 7.14747 1.00140 -0.20539 0.3 -0.7 -0.6 0.156
H 7.89591 1.31308 0.38052 -0.1 0.1 0.1 0.093
```
Forces are in eV/Å.

Computed properties:
**E_tot**: -62858.9750 eV
**HOMO-LUMO gap**: 5.66 eV
**Spin multiplicity**: 1
**Total charge**: -1
**Energy above the lowest of the compared OMol25 structures with the same formula, charge and spin**: 0.0 kcal per mole
**HOMO energy**: -3.97 eV